Computed, not measured: 10 unconnected molecules or ions with the total composition C31H81N3O7 at a distorted geometry, with ωB97M-V with the def2-TZVPD basis set.

Properties
* maximum force: 3.40 eV Å⁻¹
* charge: +1
* lowest unoccupied orbital energy (spin up / spin down): -2.42 / -7.19 eV
* gap between HOMO and LUMO (spin up / spin down): 6.69 / 1.92 eV
* 2S+1: 2

Last column: Löwdin spin population.
Positions of all 122 atoms, in Å:
C 4.752 -2.225 -3.264  0.004
C 3.875 -2.967 -2.277  0.071
N 4.038 -2.533 -0.915  0.641
C 5.416 -2.370 -0.379  0.049
C 6.039 -3.709 -0.357  0.050
C 3.078 -3.030 0.121  0.051
C 3.079 -2.145 1.372  0.010
H 5.818 -2.361 -3.082  0.000
H 4.757 -1.135 -3.274  0.000
H 4.626 -2.434 -4.327  -0.001
H 2.886 -2.652 -2.609  0.015
H 3.907 -4.050 -2.399  0.034
H 5.887 -1.856 -1.216  0.006
H 5.454 -1.877 0.593  0.003
H 5.956 -4.323 -1.254  0.002
H 7.102 -3.516 -0.213  0.006
H 5.765 -4.391 0.447  0.002
H 3.259 -4.060 0.432  0.029
H 2.056 -2.953 -0.250  0.004
H 2.201 -2.309 1.997  0.000
H 3.254 -1.101 1.111  -0.001
H 3.906 -2.450 2.012  0.000
C -4.635 3.005 0.258  0.000
C -4.032 4.355 0.528  0.000
N -4.255 4.884 1.940  0.000
C -3.710 6.216 2.147  0.000
C -4.614 7.302 1.693  0.000
C -4.048 3.939 3.006  0.000
C -2.670 3.443 3.171  0.000
H -4.607 2.706 -0.790  0.000
H -5.690 3.127 0.505  0.000
H -4.192 2.175 0.808  0.000
H -2.980 4.426 0.253  0.000
H -4.563 5.017 -0.157  0.000
H -3.568 6.449 3.203  0.000
H -2.805 6.361 1.558  0.000
H -4.901 7.292 0.641  0.000
H -5.540 7.161 2.251  0.000
H -4.211 8.272 1.983  0.000
H -4.730 3.120 2.780  0.000
H -4.388 4.297 3.978  0.000
H -2.244 3.168 2.207  0.000
H -2.666 2.558 3.807  0.000
H -1.973 4.127 3.655  0.000
C -0.694 -2.708 -2.052  0.000
C -0.067 -4.004 -2.484  0.000
N -0.969 -5.063 -2.248  0.000
C -0.240 -6.288 -2.088  0.000
C -0.978 -7.556 -1.957  0.000
C -2.112 -5.051 -3.089  0.000
C -1.733 -5.342 -4.566  0.000
H -1.344 -2.803 -1.182  0.000
H -1.325 -2.335 -2.858  0.000
H -0.056 -1.919 -1.654  0.000
H 0.326 -3.984 -3.500  0.000
H 0.854 -4.018 -1.901  0.000
H 0.374 -6.483 -2.968  0.000
H 0.394 -6.153 -1.212  0.000
H -1.717 -7.623 -1.159  0.000
H -1.439 -7.861 -2.897  0.000
H -0.250 -8.364 -1.889  0.000
H -2.800 -4.214 -2.971  0.000
H -2.705 -5.848 -2.641  0.000
H -1.468 -4.405 -5.056  0.000
H -2.504 -5.747 -5.222  0.000
H -0.878 -5.992 -4.750  0.000
C -2.451 -1.857 1.889  0.000
O -3.428 -2.221 0.909  0.000
H -2.508 -2.400 2.833  0.000
H -1.435 -2.020 1.529  0.000
H -2.556 -0.813 2.186  0.000
H -3.332 -3.175 0.886  0.000
C 2.826 1.229 -1.734  0.000
O 2.236 -0.020 -1.126  0.019
H 3.901 1.310 -1.899  0.000
H 2.315 1.309 -2.693  0.000
H 2.418 2.005 -1.086  0.000
H 2.887 -0.724 -1.161  0.005
C -2.130 1.075 -3.951  0.000
O -2.786 1.537 -2.755  0.000
H -1.701 1.891 -4.533  0.000
H -1.208 0.598 -3.619  0.000
H -2.769 0.423 -4.548  0.000
H -3.025 0.741 -2.274  0.000
C -4.760 -1.470 -2.331  0.000
O -3.595 -1.151 -1.656  0.000
H -5.590 -1.038 -1.772  0.000
H -4.739 -0.885 -3.250  0.000
H -5.023 -2.516 -2.491  0.000
H -3.706 -1.321 -0.718  0.000
C -0.568 0.734 -0.034  0.000
O 0.379 0.017 0.829  0.000
H -0.185 0.831 -1.050  0.000
H -1.531 0.225 -0.015  0.000
H -0.761 1.755 0.294  0.000
H 1.191 -0.062 0.323  0.000
C 0.353 4.583 0.310  0.000
C 1.037 4.526 1.628  0.000
C 2.580 4.293 1.335  0.000
O 2.586 4.238 -0.102  0.000
C 1.487 5.021 -0.643  0.000
H -0.448 5.321 0.263  0.000
H 0.060 3.558 0.082  0.000
H 0.602 3.872 2.384  0.000
H 0.920 5.468 2.163  0.000
H 2.992 3.381 1.766  0.000
H 3.204 5.084 1.752  0.000
H 1.440 4.816 -1.713  0.000
H 1.789 6.067 -0.583  0.000
C 3.008 0.244 4.730  0.000
C 3.242 1.359 5.683  0.000
C 2.171 2.400 5.448  0.000
O 1.324 1.831 4.421  0.000
C 2.191 0.973 3.660  0.000
H 2.430 -0.594 5.120  0.000
H 3.921 -0.222 4.359  0.000
H 4.194 1.857 5.499  0.000
H 3.310 1.005 6.712  0.000
H 2.566 3.362 5.119  0.000
H 1.631 2.691 6.349  0.000
H 2.625 1.483 2.800  0.000
H 1.667 0.184 3.122  0.000

***

Computed, not measured: a molecular structure, C31H82AlF2N7O12S2 at a distorted geometry, with ωB97M-V with the def2-TZVPD basis set.

Properties
* maximum force: 15.12 eV Å⁻¹
* charge: +3
* lowest unoccupied orbital energy (spin up / spin down): -11.61 / -11.19 eV
* gap between HOMO and LUMO (spin up / spin down): 2.75 / 3.17 eV
* 2S+1: 2

Last column: Löwdin spin population.
Positions of all 137 atoms, in Å:
Al 3.685 -1.910 -2.069  0.032
N 1.533 -0.498 -0.951  0.000
S 1.006 -0.054 0.332  0.000
O -0.160 -0.715 0.973  0.000
O 1.499 1.235 0.811  0.000
F 2.152 -0.971 1.073  0.001
S 0.233 0.349 -1.637  0.000
O 0.285 1.827 -1.663  0.000
O -1.038 -0.339 -1.599  0.000
F 0.624 -0.164 -3.181  0.000
C -3.222 2.532 -0.970  0.044
C -2.717 3.694 -0.063  0.056
C -1.786 4.612 -0.888  0.000
C -2.543 5.550 -1.865  0.000
C -3.678 6.259 -1.063  0.000
C -4.636 5.363 -0.177  0.059
N -3.819 4.441 0.603  0.637
O -4.577 3.563 1.317  0.084
C -5.358 6.314 0.709  0.017
C -5.679 4.667 -1.042  0.047
C -1.719 3.111 0.962  0.018
H -2.606 1.653 -1.157  0.003
H -3.479 2.870 -1.974  0.002
H -4.146 2.088 -0.601  0.002
H -1.171 5.172 -0.184  0.001
H -1.086 3.960 -1.410  0.000
H -2.960 4.836 -2.574  0.000
H -1.976 6.213 -2.519  0.000
H -4.234 6.695 -1.893  0.000
H -3.162 7.000 -0.452  0.001
H -4.741 6.971 1.323  0.000
H -6.060 7.048 0.314  0.000
H -5.936 5.717 1.414  0.000
H -6.491 4.201 -0.484  0.002
H -6.185 5.431 -1.633  0.005
H -5.382 3.943 -1.801  0.001
H -1.284 3.900 1.575  0.000
H -0.872 2.607 0.496  0.000
H -2.121 2.407 1.691  0.000
H -5.037 3.023 0.670  0.020
C -0.906 -0.709 -6.445  0.000
O -1.936 -1.715 -6.510  0.000
H -0.748 -0.434 -5.402  0.000
H 0.015 -1.153 -6.823  0.000
H -0.979 0.241 -6.974  0.000
H -2.037 -2.091 -7.388  0.000
C 3.350 2.259 -2.686  0.000
O 3.468 1.061 -3.430  0.000
H 2.806 2.096 -1.756  0.000
H 4.325 2.673 -2.427  0.000
H 2.837 3.003 -3.295  0.000
H 3.492 1.280 -4.364  0.000
C -1.478 -2.043 3.918  0.000
C -0.622 -3.105 4.615  0.000
C -1.337 -4.469 4.647  0.000
O -2.580 -4.348 5.481  0.000
C -3.049 -5.562 6.006  0.000
N 0.637 -3.241 3.843  0.000
H -2.446 -1.922 4.405  0.000
H -1.714 -2.348 2.899  0.000
H -1.045 -1.057 3.753  0.000
H -0.335 -2.843 5.633  0.000
H -0.604 -5.145 5.085  0.000
H -1.513 -4.827 3.632  0.000
H -2.272 -6.059 6.587  0.000
H -3.399 -6.301 5.285  0.000
H -3.820 -5.269 6.719  0.000
H 0.321 -3.606 2.956  0.000
H 1.230 -3.965 4.223  0.000
C 3.121 4.222 0.889  0.052
C 4.333 3.336 0.955  0.052
C 5.491 4.024 1.787  0.000
O 5.075 4.127 3.178  0.002
C 6.153 4.148 4.094  0.000
N 3.901 2.128 1.661  0.542
H 3.268 5.174 0.379  0.013
H 2.723 4.326 1.898  0.000
H 2.422 3.643 0.284  0.000
H 4.841 3.041 0.037  0.007
H 5.632 5.028 1.385  0.000
H 6.415 3.471 1.619  0.001
H 6.784 3.260 4.130  0.000
H 5.748 4.331 5.089  0.000
H 6.863 4.950 3.892  0.000
H 3.659 2.348 2.617  0.017
H 2.967 1.975 1.308  0.015
C -0.769 -4.200 -3.853  0.000
C 0.352 -3.563 -3.008  0.000
C 0.556 -4.392 -1.732  0.000
O 1.473 -3.661 -0.855  0.002
C 1.194 -3.991 0.519  0.000
N 1.568 -3.339 -3.847  0.008
H -0.777 -3.738 -4.840  0.000
H -1.706 -3.913 -3.375  0.000
H -0.855 -5.264 -4.070  0.000
H -0.036 -2.630 -2.599  0.000
H 0.939 -5.371 -2.022  0.000
H -0.400 -4.571 -1.241  0.000
H 1.608 -4.947 0.841  0.000
H 0.140 -4.060 0.791  0.000
H 1.647 -3.281 1.210  0.000
H 1.757 -4.278 -4.165  0.000
H 1.286 -2.936 -4.729  0.000
C -3.121 -2.698 -0.170  -0.008
C -4.553 -2.235 -0.542  -0.101
C -5.158 -3.011 -1.754  -0.081
O -4.377 -3.031 -2.965  -0.234
C -3.982 -1.750 -3.478  -0.022
N -5.467 -2.313 0.623  -0.476
H -3.066 -3.683 0.294  -0.001
H -2.680 -2.096 0.625  -0.003
H -2.377 -2.599 -0.961  0.000
H -4.479 -1.174 -0.782  -0.014
H -6.160 -2.684 -2.032  -0.008
H -5.388 -4.039 -1.475  -0.001
H -4.853 -1.171 -3.783  -0.003
H -3.390 -1.808 -4.392  -0.002
H -3.275 -1.250 -2.816  -0.013
H -6.438 -2.103 0.445  -0.016
H -5.468 -3.227 1.054  -0.015
C 6.950 -0.178 1.558  0.020
C 5.999 -1.010 0.659  0.023
C 5.349 -2.059 1.566  0.000
O 4.643 -3.116 0.826  0.002
C 4.681 -4.407 1.550  0.000
N 5.072 -0.088 -0.009  0.191
H 7.464 0.640 1.054  0.000
H 7.756 -0.750 2.017  0.001
H 6.355 0.301 2.336  0.001
H 6.615 -1.511 -0.089  0.009
H 4.604 -1.624 2.232  0.000
H 6.179 -2.554 2.069  0.000
H 3.938 -5.022 1.041  0.000
H 4.306 -4.385 2.573  0.000
H 5.673 -4.860 1.556  0.000
H 5.780 0.555 -0.336  0.003
H 4.679 0.535 0.682  0.007

***

Computed, not measured: a molecular structure, C31H82FeO11 at a distorted geometry, with ωB97M-V with the def2-TZVPD basis set.

Properties
* maximum force: 4.25 eV Å⁻¹
* charge: +1
* lowest unoccupied orbital energy (spin up / spin down): -2.32 / -4.18 eV
* gap between HOMO and LUMO (spin up / spin down): 9.23 / 7.37 eV
* 2S+1: 6
* energy relative to the best compared isomer or geometry (same formula, charge and spin): 0.0 kcal/mol

Last column: Löwdin spin population.
Positions of all 125 atoms, in Å:
Fe -2.184 1.905 -0.364  4.184
C -0.928 3.069 3.561  0.008
C -1.876 2.060 2.931  0.038
O -2.017 2.054 1.562  0.307
H -0.560 2.801 4.552  0.001
H -1.289 4.100 3.557  0.000
H 0.033 3.139 3.033  0.000
H -2.832 2.090 3.466  0.008
H -1.462 1.100 3.274  0.010
C 0.243 -0.391 1.247  0.004
C -0.060 -0.599 -0.234  0.027
O -1.005 0.294 -0.722  0.232
H 0.940 -1.114 1.672  0.000
H -0.693 -0.477 1.808  0.000
H 0.614 0.613 1.452  0.000
H -0.348 -1.650 -0.357  0.006
H 0.904 -0.428 -0.736  0.006
C 1.303 -4.277 0.857  0.000
C 1.593 -5.239 -0.283  0.000
C 1.373 -4.607 -1.664  0.000
O 2.980 -5.577 -0.218  0.000
H 1.958 -3.405 0.873  0.000
H 1.427 -4.823 1.794  0.000
H 0.289 -3.866 0.845  0.000
H 1.015 -6.166 -0.255  0.000
H 2.155 -3.897 -1.943  0.000
H 0.371 -4.178 -1.728  0.000
H 1.447 -5.311 -2.498  0.000
H 3.106 -6.315 0.386  0.000
C 1.061 -1.493 -3.602  0.000
C 0.627 -0.079 -3.913  0.000
C 0.584 0.309 -5.362  0.000
O -0.700 0.062 -3.356  0.003
H 1.007 -1.773 -2.549  0.000
H 2.071 -1.643 -3.992  0.000
H 0.404 -2.198 -4.120  0.000
H 1.286 0.609 -3.367  0.000
H 1.593 0.296 -5.774  0.000
H 0.109 1.276 -5.521  0.000
H -0.013 -0.407 -5.934  0.000
H -0.675 -0.161 -2.408  0.000
C 1.728 2.914 -1.166  0.001
C 0.622 3.177 -0.162  0.001
C 0.772 4.486 0.597  0.001
O -0.667 3.229 -0.845  0.041
H 2.705 2.805 -0.692  0.000
H 1.815 3.708 -1.912  0.000
H 1.572 1.969 -1.692  0.000
H 0.566 2.357 0.553  -0.001
H -0.046 4.697 1.285  0.000
H 0.845 5.350 -0.074  0.000
H 1.711 4.496 1.153  0.000
H -0.553 3.989 -1.432  0.003
C -6.300 1.153 -0.379  0.001
C -5.067 1.007 0.503  0.004
C -5.179 -0.093 1.535  0.002
O -3.835 0.742 -0.258  0.054
H -7.135 1.529 0.211  0.000
H -6.587 0.204 -0.828  0.000
H -6.070 1.894 -1.147  0.000
H -4.864 1.967 0.982  -0.001
H -4.305 -0.039 2.186  0.000
H -5.167 -1.075 1.059  0.000
H -6.097 0.041 2.105  0.000
H -4.025 -0.126 -0.675  0.002
C 5.546 -1.546 0.220  0.000
C 4.335 -1.524 -0.735  0.000
C 3.994 -0.093 -1.118  0.000
O 4.694 -2.179 -1.952  0.000
H 6.464 -1.341 -0.322  0.000
H 5.601 -2.585 0.563  0.000
H 5.328 -0.936 1.096  0.000
H 3.455 -2.020 -0.316  0.000
H 3.430 0.386 -0.311  0.000
H 3.416 -0.051 -2.042  0.000
H 4.860 0.565 -1.209  0.000
H 4.810 -3.119 -1.778  0.000
C 4.293 3.204 2.510  0.000
C 3.451 2.004 2.900  0.000
C 3.337 0.914 1.857  0.000
O 4.061 1.462 4.068  0.000
H 3.952 3.640 1.564  0.000
H 5.354 2.994 2.368  0.000
H 4.236 3.989 3.264  0.000
H 2.433 2.341 3.153  0.000
H 4.274 0.716 1.328  0.000
H 2.710 1.246 1.018  0.000
H 2.932 -0.015 2.250  0.000
H 3.653 0.591 4.215  0.000
C -2.538 3.464 -4.185  0.001
C -3.337 2.423 -3.441  0.005
C -4.051 1.408 -4.315  0.002
O -2.503 1.745 -2.467  0.044
H -1.592 3.070 -4.567  0.000
H -2.159 4.237 -3.512  0.000
H -3.135 3.863 -5.002  0.000
H -4.176 2.874 -2.904  0.000
H -4.697 0.729 -3.758  0.000
H -3.411 0.815 -4.973  0.000
H -4.753 1.896 -4.999  0.000
H -1.917 1.146 -2.989  0.001
C -4.192 -3.547 -0.885  0.000
C -3.561 -2.343 -1.572  0.000
C -2.784 -2.702 -2.825  0.000
O -4.578 -1.400 -1.939  0.001
H -3.507 -4.369 -0.671  0.000
H -4.939 -4.019 -1.531  0.000
H -4.695 -3.228 0.027  0.000
H -2.893 -1.893 -0.833  0.000
H -3.378 -3.325 -3.498  0.000
H -1.896 -3.280 -2.556  0.000
H -2.453 -1.826 -3.381  0.000
H -5.047 -1.635 -2.743  0.000
C 1.988 -1.237 7.006  0.000
C 1.766 -1.063 5.521  0.000
C 1.122 0.277 5.171  0.000
O 3.050 -1.079 4.858  0.000
H 2.301 -2.250 7.255  0.000
H 1.051 -1.074 7.549  0.000
H 2.659 -0.463 7.373  0.000
H 1.158 -1.850 5.065  0.000
H 1.754 1.121 5.453  0.000
H 0.254 0.385 5.829  0.000
H 0.791 0.383 4.139  0.000
H 3.386 -1.980 4.833  0.000